This record from the OMol25 dataset describes C3H8N4O in the gas phase at a distorted geometry. The level of theory is ωB97M-V/def2-TZVPD.

Each line ends with the Mulliken charge.
Atoms and positions in Å:
1 N -0.95108 -1.76784 -1.95019  -0.555
2 C 0.26481 -1.31971 -2.31681  0.074
3 N 0.88050 -0.57268 -1.49390  -0.628
4 N 0.08109 -0.11854 -0.39295  0.048
5 C 0.70002 0.40917 0.62900  0.590
6 O 1.90290 0.32260 0.89803  -0.606
7 C -0.36483 1.19019 1.39605  -0.709
8 N 0.18678 1.91041 2.65174  -0.689
9 H -1.31118 -2.51882 -2.49462  0.270
10 H -0.95833 -2.20422 -0.92525  0.278
11 H 0.76820 -1.71551 -3.22637  0.319
12 H -0.84337 0.22611 -0.50684  0.350
13 H -0.92826 1.95229 0.77411  0.349
14 H -1.21887 0.49798 1.66704  0.292
15 H 0.93714 1.11301 2.99379  0.328
16 H 0.85447 2.59556 2.29717  0.290

Forces on atoms 1 to 3 (eV/Å):
N -2.33 -2.61 2.65
C 1.25 -0.20 0.86
N 0.29 1.33 -0.07

## Properties
LUMO = 0.5 eV
Kohn-Sham gap = 0.354 Ha
energy = -413.30563 hartree
charge = 0
SMILES = N/C=N\NC(=O)CN